# C48H60N12

A 12-piece molecular cluster, C48H60N12 overall at a distorted geometry (ωB97M-V/def2-TZVPD, OMol25).

Geometry (Å):
C (2.6312, -2.5518, 0.8061)
C (2.1737, -2.0835, 2.1303)
C (2.8200, -0.9232, 2.5158)
N (3.6771, -0.7194, 1.4381)
C (3.5505, -1.6215, 0.3949)
H (2.1955, -3.3214, 0.0567)
H (1.3914, -2.6096, 2.6611)
H (2.8088, -0.2058, 3.3458)
H (4.3507, 0.0794, 1.3686)
H (4.1967, -1.5321, -0.4598)
C (4.1597, 4.0844, 2.1266)
C (4.9658, 3.6010, 1.0295)
C (4.2826, 2.5898, 0.4486)
N (3.0359, 2.4392, 1.0994)
C (2.9881, 3.3879, 2.1099)
H (4.4733, 4.8132, 2.8143)
H (5.8366, 4.1488, 0.7370)
H (4.5366, 2.0311, -0.3943)
H (2.4644, 1.6651, 0.7870)
H (2.1141, 3.4074, 2.7294)
C (-2.0772, -2.4820, -4.0991)
C (-1.5918, -3.2837, -3.0358)
C (-1.1916, -2.4237, -2.0136)
N (-1.3877, -1.1351, -2.5061)
C (-1.7448, -1.1569, -3.7992)
H (-2.2971, -2.9168, -5.0652)
H (-1.7351, -4.3652, -2.8761)
H (-0.8767, -2.5953, -0.9525)
H (-0.8740, -0.4508, -2.0650)
H (-1.9685, -0.2456, -4.3474)
C (3.8461, -3.0552, -4.1268)
C (2.8034, -3.2823, -5.0059)
C (1.6213, -2.8844, -4.3564)
N (2.0244, -2.4345, -3.1934)
C (3.3653, -2.3415, -3.0567)
H (4.8673, -3.1768, -4.3685)
H (2.9636, -3.5096, -6.0840)
H (0.5695, -2.8451, -4.6356)
H (1.3243, -2.0815, -2.5479)
H (3.7344, -2.1191, -2.0916)
C (-0.0906, 3.4735, 5.1087)
C (-0.3029, 4.4597, 4.1118)
C (-1.4875, 4.2210, 3.5292)
N (-1.9588, 3.0578, 4.0106)
C (-1.1679, 2.6116, 5.0045)
H (0.7756, 3.3678, 5.7593)
H (0.1931, 5.3758, 3.9945)
H (-2.0860, 4.7853, 2.8129)
H (-2.7915, 2.5860, 3.6715)
H (-1.4114, 1.6976, 5.4622)
C (0.8876, 0.3731, -0.8075)
C (0.3202, 0.2992, 0.4705)
C (-0.1275, 1.5574, 0.7722)
N (0.1378, 2.3983, -0.2589)
C (0.7212, 1.6931, -1.2700)
H (1.4680, -0.3522, -1.2577)
H (0.3950, -0.5118, 1.2001)
H (-0.6808, 1.8913, 1.6852)
H (0.0207, 3.4211, -0.3249)
H (1.1037, 2.1617, -2.1880)
C (-5.6620, -0.4866, 5.1925)
C (-4.5220, 0.3793, 5.1297)
C (-3.6577, -0.1451, 4.2537)
N (-4.2329, -1.2364, 3.7010)
C (-5.4561, -1.4450, 4.2198)
H (-6.5037, -0.2941, 5.8458)
H (-4.4085, 1.2065, 5.8381)
H (-2.5940, 0.0928, 4.0856)
H (-3.8140, -1.8315, 2.9736)
H (-6.0181, -2.2691, 3.7536)
C (2.1337, -7.1417, -0.5522)
C (0.8345, -6.8824, -0.2338)
C (0.3202, -5.9623, -1.0851)
N (1.3138, -5.6174, -1.9716)
C (2.4521, -6.3498, -1.6460)
H (2.7657, -7.8224, -0.0512)
H (0.1896, -7.4356, 0.4374)
H (-0.6049, -5.4408, -1.2075)
H (1.0768, -4.9565, -2.7184)
H (3.3596, -6.2295, -2.1964)
C (1.2197, 1.9483, -6.0054)
C (1.9339, 2.3612, -4.8467)
C (2.7334, 1.3269, -4.4917)
N (2.4922, 0.3066, -5.3772)
C (1.5709, 0.6689, -6.2730)
H (0.4955, 2.5552, -6.5324)
H (1.7169, 3.2863, -4.2756)
H (3.5300, 1.3007, -3.7395)
H (2.9673, -0.5555, -5.3048)
H (1.2937, -0.0782, -6.9815)
C (-3.4590, 1.1984, 0.1961)
C (-3.4808, 2.6833, 0.1760)
C (-4.2779, 3.0680, 1.1376)
N (-4.7869, 1.9288, 1.7988)
C (-4.3205, 0.8268, 1.1848)
H (-2.8683, 0.5311, -0.4620)
H (-2.8026, 3.1911, -0.5190)
H (-4.6619, 4.0951, 1.3360)
H (-5.5174, 1.9428, 2.4937)
H (-4.6885, -0.1881, 1.3266)
C (-0.2798, 5.6986, -0.3655)
C (0.6182, 5.5903, -1.4369)
C (1.9264, 5.4333, -0.9039)
N (1.7306, 5.4694, 0.4605)
C (0.4071, 5.6611, 0.8375)
H (-1.3040, 5.9405, -0.3299)
H (0.3697, 5.6050, -2.5534)
H (2.9054, 5.3146, -1.4091)
H (2.4864, 5.4793, 1.1256)
H (0.3385, 5.8753, 1.8505)
C (-3.3287, -2.8852, 0.6136)
C (-2.1216, -2.6551, 1.3021)
C (-2.0204, -3.6862, 2.2096)
N (-3.1433, -4.4253, 2.1401)
C (-3.9551, -3.9249, 1.1344)
H (-3.6001, -2.3478, -0.3194)
H (-1.3754, -1.9665, 1.0675)
H (-1.3306, -3.8357, 2.9985)
H (-3.4193, -4.9243, 2.9502)
H (-4.9118, -4.4075, 1.0144)

Atomic forces in eV per Å
-1.21 0.11 -0.60
-0.69 -1.10 -0.53
0.83 -1.15 -2.24
1.73 2.33 -0.45
-0.11 0.38 2.02
0.76 1.05 1.99
0.09 0.17 0.17
-0.16 -0.74 -0.44
-1.08 -1.15 0.30
-0.04 0.04 0.11
0.07 -0.92 -1.27
-0.65 1.04 1.22
-1.55 0.53 1.14
2.74 0.76 -0.86
-0.42 -1.68 -0.23
0.07 0.86 0.73
0.56 -0.46 -0.30
0.14 -0.89 -1.16
-0.78 0.34 0.61
-0.16 0.17 0.33
1.68 0.15 -0.70
-0.65 -0.24 1.82
-0.41 -0.11 -0.28
0.62 -2.40 0.55
-1.92 -0.87 -0.80
-0.44 0.42 0.03
0.23 0.69 -0.44
-0.29 0.18 -1.42
0.93 2.45 0.99
0.32 -0.25 0.12
1.17 1.44 -0.22
-1.28 -0.27 -1.96
0.51 -1.18 -2.48
-1.85 2.15 2.47
-0.48 -1.78 0.39
0.87 -0.26 -0.08
-0.50 -0.27 1.15
0.45 -0.12 0.00
0.41 -0.01 0.11
0.57 0.24 0.29
0.03 -0.66 -0.03
0.36 0.43 1.17
-1.26 0.26 -1.70
-1.53 -0.48 -0.16
1.17 0.28 -0.11
-0.41 0.06 -0.14
0.96 0.87 -0.10
0.47 -0.23 0.15
0.18 0.18 0.16
-0.01 -0.86 0.70
-0.55 2.28 -0.28
0.18 -0.12 1.02
-1.11 0.75 1.89
-0.08 0.48 -0.97
0.90 -0.88 0.02
0.89 -1.36 -1.03
-0.24 0.26 -0.58
0.74 -0.18 -1.05
-0.23 -0.77 0.39
-0.39 -0.26 0.65
-0.19 0.52 -0.63
-1.40 0.48 2.29
2.40 0.07 -0.71
1.09 -0.91 -1.26
-0.94 -0.71 0.06
-0.03 -0.35 -0.31
0.30 -0.30 -0.56
-0.87 -0.08 -0.22
-0.18 0.61 0.52
-0.03 0.60 0.81
1.60 0.66 -1.53
-3.02 -0.60 1.24
0.60 0.93 -1.20
-0.15 -0.23 0.49
-0.75 0.45 -0.09
0.65 -0.51 0.25
0.35 0.18 0.35
-0.53 -0.23 0.35
1.01 -0.50 0.31
0.25 0.01 -0.17
-1.01 1.10 0.02
-0.97 1.23 0.22
0.85 -0.23 0.51
1.25 0.52 1.66
-0.05 -0.57 -0.62
0.04 -0.21 0.02
0.61 -0.66 -0.63
-0.59 -0.33 -0.33
0.29 -1.05 -0.16
-0.42 0.08 -0.57
0.31 1.05 -0.50
3.00 -3.14 -2.56
-2.58 1.57 2.41
-0.54 1.67 0.00
0.47 -1.37 -1.14
-0.61 0.61 0.55
-0.74 0.34 0.51
0.44 -1.15 0.24
0.14 -0.02 -0.12
0.12 0.50 0.56
-0.18 0.52 1.51
1.38 -0.46 -1.90
-2.00 0.19 0.10
0.51 0.44 -0.40
2.90 -0.51 -3.08
-1.11 0.03 -0.66
0.35 -0.03 1.96
-0.91 0.05 0.72
0.08 -0.25 -0.07
-1.22 0.14 1.43
0.24 2.68 -2.92
-0.06 -1.78 0.51
0.07 1.49 0.04
-0.09 0.15 -0.26
-1.23 -2.29 1.96
-0.05 -0.38 0.96
0.90 1.08 -0.22
0.64 -0.23 0.41
-0.54 -0.83 0.22
0.01 0.21 -0.48

* energy: -2521.934065 Eh
* maximum force: 5.0 eV/A
* energy above the lowest of the compared OMol25 structures with the same formula, charge and spin: 2.108 eV
* HOMO-LUMO gap: 8.53 eV
* structure (SMILES): c1cc[nH]c1.c1cc[nH]c1.c1cc[nH]c1.c1cc[nH]c1.c1cc[nH]c1.c1cc[nH]c1.c1cc[nH]c1.c1cc[nH]c1.c1cc[nH]c1.c1cc[nH]c1.c1cc[nH]c1.c1cc[nH]c1